This record from OMol25 describes a structure of composition C6H12O2 at a distorted geometry. The level of theory is ωB97M-V/def2-TZVPD.

Each line ends with the Mulliken charge.
Positions of all 20 atoms, in Å:
C 0.2348 1.0743 -0.0824  0.62
C -0.2618 -0.8346 -0.2521  0.65
C 0.0166 1.6644 -1.4631  -1.41
C 0.8354 -1.5014 -1.0487  -1.47
C -0.4087 -1.0809 1.1109  -0.21
C -1.1574 -0.8698 2.1608  -0.77
O -0.4576 1.8085 0.8996  -0.56
O 1.5795 1.1434 0.2335  -0.55
H -1.4025 1.7670 0.7169  0.34
H 1.6639 1.0757 1.1923  0.37
H -1.2116 -0.7707 -0.7825  0.36
H 0.2596 -2.3592 1.1956  0.00
H -1.0203 1.5439 -1.7747  0.36
H 0.6683 1.1827 -2.1874  0.30
H 0.2625 2.7301 -1.4482  0.40
H 1.7531 -1.5527 -0.4669  0.36
H 1.0479 -0.9523 -1.9648  0.36
H 0.5288 -2.5144 -1.3076  0.41
H -1.1981 -1.5896 2.9656  0.27
H -1.7323 0.0356 2.3032  0.18

Output
**Charge**: 0
**HOMO energy**: -8.134 eV
**Energy above the lowest of the compared OMol25 structures with the same formula, charge and spin**: 97.6 kcal per mole
**Orbital gap**: 8.9203 eV
**Calculated total energy**: -386.1646 Eh

This record from OMol25 describes a structure of composition C9H6O at a distorted geometry. The level of theory is ωB97M-V/def2-TZVPD.

Each line ends with the Mulliken charge.
Positions of all 16 atoms, in Å:
C -1.4538 -1.5718 0.4464  -0.06
C -0.4213 -0.5334 -0.1848  0.48
C -1.3233 0.2616 -0.8762  -0.24
C -1.0338 1.5578 -1.3010  -0.56
C 0.3943 1.8669 -1.0682  -0.31
C 1.2526 1.1102 -0.3249  -0.38
C 0.9718 -0.1577 0.1893  0.61
C 1.4860 -1.1077 1.1344  -0.85
C 2.1791 -1.7440 1.8809  0.22
H -2.4756 -1.3348 -0.0706  0.19
H -2.1987 -0.4308 -1.0957  0.19
H -1.8706 2.6180 -1.3666  0.21
H 0.6467 2.8390 -1.4348  0.38
H 2.3019 1.5299 0.1393  0.21
H 2.6880 -2.4413 2.7902  0.33
O -1.1433 -2.4620 1.1425  -0.43

Output
**Charge**: 0
**HOMO energy**: -8.951 eV
**Energy above the lowest of the compared OMol25 structures with the same formula, charge and spin**: 89.5 kcal per mole
**Orbital gap**: 8.5460 eV
**Calculated total energy**: -421.5575 Eh

This record from OMol25 describes a structure of composition C15H27Cl2N2PRh at a distorted geometry. The level of theory is ωB97M-V/def2-TZVPD.

Each line ends with the Löwdin spin population.
Positions of all 48 atoms, in Å:
Rh -0.3753 -0.8780 -1.3701  2.19
Cl -1.5099 -2.3933 -2.7159  0.25
Cl 0.4355 0.9725 -2.5624  0.22
H -0.4824 -2.2111 -0.4607  0.05
H -1.2579 -1.6824 -0.2682  0.04
P -0.4696 -1.0816 -4.8227  0.01
C -2.2707 -1.1165 -5.4924  0.00
C 0.2554 0.0452 -6.1997  0.00
C 0.0531 -2.7874 -5.5186  0.00
C -3.0519 -0.0664 -4.7095  0.00
H -2.5951 -2.1243 -5.1890  0.00
C -2.5452 -0.9694 -6.9897  0.00
H -2.2154 -0.0007 -7.3761  0.00
H -3.6373 -1.0135 -7.1186  0.00
H -2.1084 -1.7650 -7.6001  0.00
H -2.8813 -0.1680 -3.6319  0.00
H -4.1219 -0.2157 -4.9075  0.00
H -2.7765 0.9514 -5.0135  0.00
H -0.7227 -3.4316 -5.0843  0.00
C 1.3922 -3.1676 -4.8951  0.00
C 0.0651 -3.0056 -7.0288  0.00
H -0.9305 -3.2365 -7.4194  0.00
H 0.7025 -3.8730 -7.2582  0.00
H 0.4791 -2.1629 -7.5866  0.00
H 1.3732 -3.0364 -3.8087  0.00
H 2.2206 -2.5784 -5.3046  0.00
H 1.5938 -4.2227 -5.1147  0.00
C -0.2519 1.4808 -6.0351  0.00
H -0.1274 -0.3553 -7.1491  0.00
C 1.7824 -0.0181 -6.2130  0.00
H -1.2712 1.6173 -6.4176  0.00
H 0.4134 2.1557 -6.5948  0.00
H -0.2293 1.7823 -4.9776  0.00
H 2.1990 0.0216 -5.1980  0.00
H 2.1697 0.8514 -6.7646  0.00
H 2.1594 -0.9211 -6.7096  0.00
N 0.5580 1.4424 5.4801  0.13
C 0.5630 1.2455 4.3207  0.05
C 0.5271 0.9615 2.8981  0.21
C -0.3345 1.6545 2.0405  0.09
C -0.4897 1.2086 0.7316  0.11
N 0.1700 0.1073 0.2996  0.37
C 1.1760 -0.4065 1.0327  0.14
C 1.3624 -0.0146 2.3557  0.07
H -0.8853 2.5338 2.3890  0.01
H -1.1620 1.7021 0.0302  0.01
H 1.7843 -1.1779 0.5608  0.02
H 2.1595 -0.4727 2.9483  0.00

Output
**Charge**: -1
**<S²>**: 6.025
**HOMO energy (alpha / beta)**: -2.459 / -4.659 eV
**2S+1**: 5
**Orbital gap (alpha / beta)**: 5.3320 / 5.4402 eV
**Calculated total energy**: -2069.4579 Eh

This record from OMol25 describes a structure of composition C37H45Cl2N2OOsP3Se at a distorted geometry. The level of theory is ωB97M-V/def2-TZVPD.

Each line ends with the Löwdin spin population.
Positions of all 92 atoms, in Å:
P 1.6216 1.4610 -4.4889  0.47
C 3.2673 1.4304 -3.8473  0.07
C 4.2099 0.7743 -4.6776  0.04
H 3.8331 0.1348 -5.4824  0.00
C 5.5600 0.9997 -4.4835  0.00
H 6.2823 0.5248 -5.1417  0.00
C 5.9808 1.8584 -3.4562  0.04
H 7.0392 2.0905 -3.3521  0.00
C 5.0534 2.4172 -2.5675  0.01
H 5.3981 3.0482 -1.7415  0.00
C 3.6861 2.1922 -2.7361  0.03
H 2.9463 2.6041 -2.0432  0.00
C 0.7331 -0.0670 -4.2442  0.06
C 1.3448 -1.2420 -3.7526  0.05
H 2.2735 -1.1827 -3.1758  0.00
C 0.7510 -2.4729 -4.0231  0.00
H 1.2377 -3.3960 -3.6967  0.00
C -0.4608 -2.5361 -4.7182  0.06
H -0.8990 -3.5057 -4.9591  0.00
C -1.1228 -1.3660 -5.0994  -0.01
H -2.0772 -1.4185 -5.6237  0.00
C -0.5593 -0.1288 -4.8281  0.06
H -1.0707 0.7952 -5.1028  0.00
C 0.7023 2.9082 -4.0027  0.07
C 0.6374 3.9210 -4.9871  0.02
H 1.2675 3.8004 -5.8720  0.01
C -0.2237 4.9942 -4.8116  0.00
H -0.2758 5.7799 -5.5650  0.00
C -1.0300 5.0602 -3.6660  0.01
H -1.7412 5.8798 -3.5519  0.00
C -0.9182 4.0880 -2.6621  0.00
H -1.5309 4.1608 -1.7639  0.00
C -0.0236 3.0218 -2.8041  0.02
H 0.1347 2.3009 -1.9959  0.00
Os 0.1315 -0.4306 1.7934  1.84
C -1.6978 -1.3985 1.3233  -0.02
C -2.0893 -1.4719 0.0400  0.06
H -2.3040 -1.8749 2.1221  0.00
C -1.1991 -0.7771 -0.9741  0.03
O -1.9350 0.3786 -1.4633  0.03
H -1.3744 0.9376 -2.0379  0.00
C -0.0222 -0.3598 -0.1875  0.21
H -0.9322 -1.4719 -1.7832  0.01
C 0.8129 0.4827 0.3507  0.07
Cl -0.5087 -1.4910 4.0358  0.06
Cl 2.1639 0.1829 2.9704  0.10
P 1.3560 -2.5043 1.6883  0.15
C 2.3480 -3.1833 3.0678  0.03
H 1.6812 -3.4720 3.8909  0.00
H 3.0506 -2.4187 3.4182  0.00
H 2.8941 -4.0639 2.6984  0.01
C 0.3874 -3.9762 1.2050  0.02
H -0.0842 -3.8034 0.2304  0.00
H -0.3906 -4.1510 1.9588  0.00
H 1.0552 -4.8480 1.1470  0.01
C 2.5544 -2.2944 0.3323  0.02
H 2.9992 -1.2970 0.4089  0.00
H 2.0329 -2.3866 -0.6276  0.00
H 3.3338 -3.0605 0.4194  0.00
P -3.6909 -2.2035 -0.4220  0.01
C -4.3439 -3.2744 0.8494  0.00
C -3.3069 -3.1088 -1.9171  0.00
H -4.5131 -2.7063 1.7720  0.00
H -3.6495 -4.0981 1.0556  0.00
H -5.2991 -3.6957 0.5076  0.00
H -2.8542 -2.4327 -2.6506  0.00
H -4.2313 -3.5329 -2.3258  0.00
H -2.6000 -3.9143 -1.6793  0.00
C -4.7852 -0.8373 -0.7769  0.00
H -5.0489 -0.3472 0.1691  0.00
H -5.6841 -1.2169 -1.2805  0.00
H -4.2354 -0.1299 -1.4078  0.00
H 1.5370 1.2323 0.0940  0.00
C 1.1032 2.8938 4.8066  0.01
N -0.1560 2.2209 5.0519  0.03
C -1.0719 1.8805 4.1004  0.05
Se -0.8960 2.1204 2.2887  0.20
N -2.1047 1.2822 4.7672  0.02
C -1.8075 1.1554 6.1191  0.00
C -2.4710 0.4995 7.1491  0.00
C -1.8224 0.4584 8.3928  0.01
C -0.5408 1.0218 8.5695  0.00
C 0.1181 1.6704 7.5133  0.00
C -0.5633 1.7453 6.3020  0.00
H 1.9128 2.1667 4.6855  0.00
H 1.3131 3.5515 5.6552  0.00
H 1.0057 3.4691 3.8801  0.00
H -2.8977 0.8561 4.2974  0.00
H -3.4534 0.0707 6.9522  0.00
H -2.3084 -0.0202 9.2453  0.00
H -0.0591 0.9450 9.5457  0.00
H 1.1146 2.1013 7.5868  0.00

Output
**Charge**: +2
**<S²>**: 6.041
**HOMO energy (alpha / beta)**: -9.300 / -11.775 eV
**2S+1**: 5
**Orbital gap (alpha / beta)**: 4.3577 / 3.7172 eV
**Calculated total energy**: -6057.6043 Eh